Record 1
A structure of composition C54H114BeF2N6O6. Source: OMol25; level of theory: the ωB97M-V functional and the def2-TZVPD basis.

Each line ends with the Mulliken charge.
Atoms and positions in Å:
Be (0.0629, -0.7782, 0.5608)  0.42
F (1.8042, -1.1848, -0.9687)  -0.13
F (-1.3786, 0.9521, 1.5232)  -0.25
C (-0.8554, 0.7446, -6.6270)  -1.85
C (-1.1545, 1.2067, -5.1690)  1.45
C (-0.8441, 2.7195, -5.2657)  -1.27
C (-1.5128, 3.4384, -4.1564)  0.18
C (-3.0750, 3.1670, -4.3575)  -1.60
C (-3.5030, 1.6350, -4.2649)  1.88
N (-2.5234, 0.7457, -4.9509)  -0.30
O (-2.5534, -0.6706, -4.6655)  -0.01
C (-3.4509, 1.2461, -2.7590)  -1.84
C (-4.9152, 1.4764, -4.7945)  -1.61
C (-0.0838, 0.5711, -4.1708)  -1.61
H (-1.6522, 1.3140, -7.1056)  0.57
H (-1.1885, -0.2498, -6.9244)  0.28
H (0.1530, 0.9356, -6.9939)  0.36
H (0.2379, 2.8231, -5.1836)  0.55
H (-1.2143, 3.1135, -6.2122)  0.26
H (-1.2447, 4.4942, -4.1184)  0.43
H (-1.1684, 2.9087, -3.2682)  -0.28
H (-3.3706, 3.5532, -5.3330)  0.42
H (-3.6250, 3.8150, -3.6751)  0.53
H (-3.7961, 0.2424, -2.5112)  0.25
H (-2.4384, 1.3368, -2.3655)  0.20
H (-3.8191, 2.0268, -2.0933)  0.60
H (-5.1337, 0.4436, -5.0659)  0.34
H (-5.7346, 1.7277, -4.1211)  0.36
H (-4.9356, 2.2549, -5.5572)  0.36
H (-0.0902, -0.5189, -4.1673)  0.31
H (-0.3784, 0.7901, -3.1444)  -0.02
H (0.9502, 0.9067, -4.2502)  0.55
H (-3.1206, -0.9563, -5.3854)  0.32
C (1.4118, 5.0053, -1.0584)  -1.76
C (1.7206, 3.8323, -0.0693)  1.55
C (3.2752, 3.7759, 0.1818)  -0.83
C (3.9190, 4.9219, 1.0847)  -0.89
C (3.1061, 4.9874, 2.4803)  -1.41
C (1.5371, 4.9167, 2.2444)  1.23
N (1.0684, 3.9084, 1.2534)  1.25
O (-0.2850, 3.7483, 1.2698)  -0.42
C (1.0004, 4.4307, 3.6339)  -1.92
C (1.1280, 6.3487, 1.8535)  -1.62
C (1.2647, 2.4791, -0.7778)  -1.72
H (0.3624, 5.2389, -0.8788)  0.35
H (1.5999, 4.7477, -2.1008)  0.48
H (1.8765, 5.9434, -0.7550)  0.30
H (3.4841, 2.8318, 0.6849)  0.23
H (3.7234, 3.8477, -0.8092)  0.43
H (3.7987, 5.9463, 0.7321)  0.42
H (4.9193, 4.6544, 1.4252)  0.41
H (3.4458, 5.9108, 2.9494)  0.38
H (3.4548, 4.2706, 3.2237)  0.51
H (-0.0649, 4.6617, 3.6407)  0.51
H (1.0309, 3.3480, 3.7563)  0.15
H (1.3972, 4.9790, 4.4883)  0.50
H (1.9446, 6.7043, 1.2251)  0.40
H (0.2320, 6.6712, 1.3232)  0.21
H (1.2608, 6.8260, 2.8245)  0.46
H (1.9369, 1.6860, -0.4504)  0.17
H (1.2529, 2.4487, -1.8673)  0.29
H (0.2397, 2.2940, -0.4565)  0.24
H (-0.4451, 2.8077, 1.3755)  0.04
C (-5.9478, 0.5840, 1.7356)  -1.99
C (-5.2787, 1.7593, 2.3254)  2.56
C (-6.4755, 2.5641, 2.8747)  -1.66
C (-6.0630, 3.8831, 3.5894)  -0.74
C (-5.2225, 3.5555, 4.8482)  -0.96
C (-4.0575, 2.4116, 4.4822)  1.76
N (-4.4834, 1.3313, 3.4737)  0.04
O (-3.4935, 0.2860, 3.2837)  -0.25
C (-2.6924, 3.1483, 4.1612)  -1.41
C (-3.8371, 1.7353, 5.8942)  -2.08
C (-4.5530, 2.5470, 1.2687)  -1.57
H (-6.7644, 0.1937, 2.3431)  0.44
H (-5.2981, -0.2127, 1.3734)  -0.05
H (-6.5096, 0.9181, 0.8634)  0.49
H (-7.1384, 2.8566, 2.0603)  0.59
H (-7.2123, 2.0835, 3.5184)  0.41
H (-6.9050, 4.5143, 3.8734)  0.48
H (-5.5162, 4.4914, 2.8690)  0.27
H (-5.7940, 3.2663, 5.7302)  0.42
H (-4.6526, 4.4719, 5.0015)  0.29
H (-1.7956, 2.5525, 4.3310)  0.06
H (-2.6383, 3.3106, 3.0847)  0.26
H (-2.5726, 4.0815, 4.7115)  0.51
H (-4.7514, 1.1587, 6.0342)  0.60
H (-3.1507, 0.8958, 5.7831)  0.23
H (-3.6280, 2.3246, 6.7869)  0.32
H (-4.1243, 3.4609, 1.6799)  0.31
H (-5.3794, 2.8747, 0.6379)  0.60
H (-3.8382, 1.9750, 0.6772)  -0.07
H (-2.9586, 0.6486, 2.5738)  0.00
C (1.9275, -0.2273, 4.9326)  -1.99
C (2.1325, -0.8899, 3.4559)  1.72
C (3.5340, -1.5271, 3.3754)  -1.19
C (3.7438, -2.9779, 3.8024)  -0.76
C (2.7164, -3.7569, 3.1733)  -1.25
C (1.2186, -3.3789, 3.5533)  1.55
N (1.1367, -1.9330, 3.1055)  0.44
O (-0.1699, -1.4974, 3.2483)  0.44
C (0.2195, -4.3269, 2.7845)  -2.21
C (1.0525, -3.4897, 5.0552)  -1.39
C (2.0952, 0.2801, 2.4448)  -2.26
H (1.8922, -1.0724, 5.6200)  0.45
H (1.0388, 0.3869, 4.7867)  0.47
H (2.7618, 0.4206, 5.2016)  0.42
H (3.7358, -1.5540, 2.3046)  0.25
H (4.2438, -0.8355, 3.8291)  0.53
H (3.7729, -2.9563, 4.8918)  0.22
H (4.6854, -3.3297, 3.3808)  0.51
H (2.9164, -4.8215, 3.2944)  0.40
H (2.6574, -3.7235, 2.0854)  0.16
H (-0.8124, -4.1237, 3.0709)  0.37
H (0.3805, -4.3328, 1.7064)  0.29
H (0.2351, -5.4063, 2.9354)  0.57
H (0.3561, -2.6746, 5.2520)  0.40
H (0.5094, -4.3687, 5.4022)  0.43
H (1.9096, -3.3372, 5.7110)  0.26
H (1.1290, 0.7447, 2.2481)  0.46
H (2.4797, -0.0219, 1.4706)  0.20
H (2.7681, 0.9905, 2.9250)  0.49
H (-0.3987, -1.7890, 4.1339)  0.02
C (-4.4462, -2.5260, -0.8799)  -1.82
C (-3.0830, -2.8575, -0.0552)  2.13
C (-3.2238, -4.3145, 0.4643)  -0.92
C (-2.9722, -5.4065, -0.6538)  -0.87
C (-1.5670, -5.1892, -1.2755)  -1.34
C (-1.5056, -3.7189, -1.9244)  2.14
N (-1.8328, -2.6164, -0.8907)  0.09
O (-1.7291, -1.2444, -1.3538)  1.64
C (-0.0446, -3.5796, -2.4262)  -1.66
C (-2.3974, -3.6671, -3.0734)  -1.62
C (-3.0721, -2.0197, 1.2977)  -1.24
H (-4.7206, -3.2808, -1.6169)  0.38
H (-4.3914, -1.5248, -1.3073)  0.33
H (-5.3369, -2.4521, -0.2559)  0.47
H (-2.3620, -4.5675, 1.0818)  -0.14
H (-4.1308, -4.3459, 1.0680)  0.60
H (-3.7093, -5.2630, -1.4439)  0.30
H (-3.1100, -6.3255, -0.0842)  0.54
H (-1.4268, -5.8043, -2.1644)  0.58
H (-0.7698, -5.2920, -0.5393)  0.26
H (0.0854, -4.2943, -3.2388)  0.59
H (0.2521, -2.6173, -2.8433)  -0.16
H (0.6877, -3.7770, -1.6433)  0.11
H (-3.3059, -3.1092, -2.8466)  0.26
H (-1.9493, -2.9661, -3.7776)  0.32
H (-2.7868, -4.4805, -3.6857)  0.10
H (-3.2487, -0.9672, 1.0762)  -0.25
H (-2.1601, -2.1102, 1.8878)  -0.30
H (-3.7959, -2.2275, 2.0858)  0.54
H (-2.5406, -1.1963, -1.8645)  -0.66
C (5.5967, -0.0940, -3.0313)  -2.00
C (5.9651, -1.5525, -3.1263)  1.52
C (7.3590, -1.6228, -2.4361)  -1.04
C (7.7174, -3.0867, -2.0618)  -0.89
C (6.5817, -3.6991, -1.2523)  -1.24
C (5.1856, -3.6950, -1.8848)  2.44
N (4.9139, -2.3292, -2.4838)  0.78
O (3.7191, -2.1760, -3.1618)  -0.48
C (5.0035, -4.8231, -2.8401)  -1.99
C (4.1781, -3.8376, -0.7494)  -1.81
C (6.1107, -1.9633, -4.5744)  -1.67
H (4.6700, 0.1751, -3.5381)  0.33
H (6.4560, 0.5552, -3.1997)  0.39
H (5.3991, 0.0840, -1.9742)  0.46
H (8.1200, -1.5913, -3.2158)  0.32
H (7.4913, -0.9910, -1.5578)  0.36
H (8.5613, -2.9935, -1.3782)  0.40
H (8.1369, -3.6486, -2.8963)  0.40
H (6.6018, -3.5650, -0.1708)  0.43
H (6.7996, -4.7669, -1.2720)  0.38
H (4.0741, -4.6189, -3.3716)  0.36
H (5.7371, -4.8985, -3.6428)  0.43
H (5.0015, -5.8530, -2.4833)  0.41
H (4.3140, -3.1104, 0.0511)  0.36
H (3.1772, -3.7345, -1.1684)  -0.38
H (4.0925, -4.7879, -0.2224)  0.49
H (7.0432, -1.7334, -5.0899)  0.36
H (5.3708, -1.4622, -5.1985)  0.31
H (5.8999, -3.0262, -4.6922)  0.35
H (3.1374, -1.9581, -2.4298)  0.16

The charge is 0. For the total energy, the calculation gives -3119.75047 a.u. Its HOMO energy is -0.2769 hartree. The HOMO-LUMO gap comes out at 5.4 eV. The multiplicity is 1.

Record 2
A cluster of 6 separate species, C54H114N6O6 in total. Source: OMol25; level of theory: the ωB97M-V functional and the def2-TZVPD basis.

Each line ends with the Mulliken charge.
Atoms and positions in Å:
C (1.5673, -6.9238, -0.5703)  -1.37
C (1.9584, -6.2784, -1.8499)  1.75
C (2.9707, -7.3120, -2.4743)  -1.24
C (2.4157, -8.5042, -3.2146)  -0.62
C (1.3661, -7.9576, -4.2355)  -1.19
C (0.2109, -7.0938, -3.5955)  1.12
N (0.8371, -5.9862, -2.8409)  0.55
O (-0.0073, -5.0461, -2.4203)  -0.18
C (-0.5695, -6.3735, -4.7704)  -1.83
C (-0.6830, -8.1177, -2.8274)  -1.56
C (2.7800, -5.0048, -1.5965)  -2.26
H (2.3371, -6.9926, 0.1983)  0.16
H (1.2145, -7.9460, -0.7066)  0.32
H (0.7361, -6.3680, -0.1364)  0.46
H (3.6108, -6.7618, -3.1639)  0.43
H (3.6410, -7.6893, -1.7019)  0.45
H (1.9829, -9.2859, -2.5903)  0.36
H (3.1833, -9.0297, -3.7828)  0.43
H (0.8108, -8.7347, -4.7607)  0.47
H (1.9055, -7.3947, -4.9973)  0.42
H (-0.9829, -7.1610, -5.4004)  0.46
H (-1.3603, -5.6946, -4.4511)  0.46
H (0.2055, -5.7590, -5.2285)  0.47
H (-0.0880, -8.8418, -2.2709)  0.37
H (-1.4303, -7.6593, -2.1797)  0.34
H (-1.2744, -8.6281, -3.5876)  0.46
H (3.5782, -5.0463, -0.8554)  0.21
H (2.1316, -4.1489, -1.4090)  0.65
H (3.2448, -4.6216, -2.5050)  0.52
H (-0.3362, -4.6733, -3.2416)  0.39
C (-0.7680, 3.2686, -3.1176)  -1.25
C (-2.2038, 2.7718, -3.5320)  1.26
C (-2.6708, 1.6681, -2.5465)  -0.39
C (-4.0913, 1.3012, -2.6023)  -0.98
C (-4.9274, 2.5584, -2.5335)  -1.73
C (-4.6331, 3.6713, -3.6060)  1.72
N (-3.1628, 3.8740, -3.5873)  0.99
O (-2.6916, 4.9877, -4.2235)  -0.45
C (-5.1755, 3.2133, -4.9691)  -1.71
C (-5.5188, 4.9225, -3.2143)  -1.84
C (-2.0391, 2.1758, -4.9558)  -2.04
H (-0.6745, 3.6341, -2.0950)  -0.32
H (-0.4371, 4.1102, -3.7261)  0.51
H (-0.0377, 2.4599, -3.1432)  0.33
H (-1.9707, 0.9132, -2.9045)  0.53
H (-2.4307, 1.9111, -1.5114)  -0.03
H (-4.4792, 0.5464, -1.9182)  0.16
H (-4.3936, 0.8276, -3.5363)  0.45
H (-4.8622, 2.8886, -1.4967)  0.36
H (-5.9839, 2.3408, -2.6900)  0.49
H (-4.4529, 3.2956, -5.7810)  0.26
H (-5.5347, 2.1868, -4.8960)  0.32
H (-6.0505, 3.7048, -5.3944)  0.47
H (-5.4196, 5.8195, -3.8256)  0.42
H (-6.5694, 4.6821, -3.3774)  0.49
H (-5.3135, 5.2370, -2.1911)  0.29
H (-1.3614, 1.3312, -4.8313)  0.47
H (-1.6704, 2.8414, -5.7363)  0.42
H (-2.9086, 1.7377, -5.4459)  0.44
H (-2.7880, 4.6690, -5.1238)  0.38
C (5.4249, -1.9066, 5.0682)  -2.05
C (5.2840, -3.3589, 4.5335)  1.55
C (5.0766, -4.2592, 5.7794)  -1.23
C (4.7283, -5.8041, 5.3918)  -0.77
C (3.5325, -5.6623, 4.3481)  -1.46
C (3.7290, -4.7756, 3.1115)  1.71
N (4.2159, -3.4889, 3.5346)  0.17
O (4.3954, -2.7089, 2.3583)  -0.16
C (4.5668, -5.5320, 2.0507)  -1.61
C (2.2363, -4.5097, 2.5020)  -1.85
C (6.6040, -3.7420, 3.8672)  -1.75
H (6.0008, -1.7691, 5.9833)  0.42
H (4.5203, -1.4751, 5.4968)  0.46
H (5.8394, -1.2198, 4.3302)  0.40
H (5.9992, -4.3222, 6.3563)  0.47
H (4.2799, -3.7526, 6.3241)  0.44
H (4.4711, -6.4584, 6.2248)  0.44
H (5.6434, -6.2413, 4.9922)  0.34
H (2.5124, -5.5580, 4.7178)  0.41
H (3.5019, -6.6622, 3.9153)  0.44
H (4.0769, -6.4065, 1.6226)  0.41
H (4.8775, -4.9666, 1.1722)  0.25
H (5.4715, -5.9865, 2.4545)  0.41
H (2.4489, -4.0866, 1.5202)  0.16
H (1.7245, -5.4305, 2.2222)  0.50
H (1.5753, -3.7997, 2.9989)  0.50
H (6.7727, -4.7964, 3.6483)  0.36
H (7.4033, -3.5399, 4.5801)  0.51
H (6.7616, -3.1698, 2.9529)  0.24
H (3.8501, -1.9679, 2.6327)  0.26
C (-4.7871, -0.6448, 0.6340)  -1.64
C (-4.9752, -0.4025, 2.1845)  1.72
C (-4.0458, -1.4118, 2.9668)  -1.63
C (-2.5954, -0.9697, 3.1550)  0.35
C (-2.6097, 0.4298, 3.7284)  -1.66
C (-3.3413, 1.5551, 2.9159)  1.69
N (-4.6773, 1.0127, 2.6065)  0.29
O (-5.4686, 1.8669, 1.9247)  -0.42
C (-3.5307, 2.8004, 3.8238)  -2.01
C (-2.4353, 1.9365, 1.7059)  0.47
C (-6.4458, -0.7478, 2.5278)  -1.98
H (-5.0157, -1.6715, 0.3483)  0.58
H (-3.7370, -0.7187, 0.3511)  0.13
H (-5.3157, 0.0977, 0.0362)  0.38
H (-4.5321, -1.7874, 3.8671)  0.34
H (-3.9602, -2.2828, 2.3171)  0.53
H (-2.1545, -0.9533, 2.1583)  -0.45
H (-2.0229, -1.7699, 3.6241)  0.50
H (-1.5860, 0.7979, 3.7964)  0.54
H (-2.8422, 0.3673, 4.7915)  0.36
H (-2.5924, 3.1643, 4.2424)  0.42
H (-3.8205, 3.6915, 3.2669)  0.34
H (-4.2433, 2.7009, 4.6426)  0.43
H (-2.5190, 1.1694, 0.9360)  -0.58
H (-2.8496, 2.8317, 1.2421)  -0.83
H (-1.3915, 2.1064, 1.9701)  0.51
H (-6.4933, -1.8360, 2.4876)  0.43
H (-7.0873, -0.2411, 1.8068)  0.39
H (-6.8023, -0.4890, 3.5249)  0.44
H (-6.0790, 2.1895, 2.5917)  0.34
C (0.3279, 9.0178, -0.0351)  -1.69
C (0.3917, 7.4500, -0.0571)  1.56
C (0.9766, 6.9598, 1.2984)  -1.06
C (-0.0876, 6.6499, 2.4158)  -1.18
C (-1.3541, 5.9302, 1.8130)  -0.53
C (-1.9718, 6.5804, 0.5573)  2.05
N (-0.9034, 6.7732, -0.4037)  1.09
O (-1.4350, 7.2359, -1.6288)  -0.60
C (-2.9812, 5.5163, 0.0358)  -2.57
C (-2.6869, 7.9052, 0.9253)  -1.70
C (1.4598, 7.0789, -1.1165)  -2.01
H (1.1498, 9.5639, 0.4278)  0.39
H (-0.5611, 9.2796, 0.5386)  0.44
H (0.1266, 9.3739, -1.0454)  0.32
H (1.6882, 6.1521, 1.1275)  0.36
H (1.5082, 7.7890, 1.7653)  0.29
H (-0.3811, 7.5839, 2.8951)  0.49
H (0.3697, 6.1368, 3.2619)  0.44
H (-2.1922, 5.7742, 2.4923)  0.57
H (-0.9854, 4.9240, 1.6137)  -0.27
H (-2.5315, 4.6582, -0.4638)  0.16
H (-3.5109, 4.9298, 0.7865)  0.28
H (-3.7021, 5.9126, -0.6792)  0.57
H (-2.7840, 8.5152, 0.0272)  0.37
H (-3.6917, 7.7796, 1.3286)  0.41
H (-1.9181, 8.3096, 1.5837)  0.27
H (2.4783, 7.3398, -0.8288)  0.44
H (1.1171, 7.3662, -2.1106)  0.40
H (1.5466, 5.9942, -1.1782)  0.25
H (-1.2358, 6.5401, -2.2595)  0.29
C (0.0626, -0.5407, -0.3818)  -1.89
C (1.5097, -0.1405, -0.0561)  2.23
C (2.4213, -1.1161, -0.8082)  -0.61
C (3.8784, -0.6870, -0.9301)  -0.79
C (3.9106, 0.6808, -1.5854)  -1.58
C (3.0797, 1.7472, -0.9420)  1.68
N (1.7305, 1.2435, -0.5386)  0.90
O (0.9336, 2.1525, 0.1115)  -0.09
C (3.9291, 2.2078, 0.3645)  -1.70
C (2.8516, 2.8715, -1.9325)  -1.84
C (1.7051, -0.1193, 1.4423)  -1.34
H (-0.5951, 0.1696, 0.1192)  -0.06
H (-0.3418, -1.5238, -0.1410)  0.46
H (-0.1551, -0.4732, -1.4477)  0.53
H (2.4253, -2.0029, -0.1743)  -0.46
H (2.0936, -1.4901, -1.7782)  0.39
H (4.4507, -1.4374, -1.4755)  0.55
H (4.3004, -0.7800, 0.0706)  0.02
H (3.6942, 0.5142, -2.6406)  0.39
H (4.9619, 0.9323, -1.7259)  0.57
H (3.3279, 2.8668, 0.9909)  0.23
H (4.2497, 1.3192, 0.9083)  0.31
H (4.8286, 2.7033, -0.0008)  0.50
H (2.3895, 3.7812, -1.5493)  0.20
H (3.8147, 3.1620, -2.3521)  0.49
H (2.1245, 2.7485, -2.7352)  0.34
H (1.4342, -1.0606, 1.9203)  0.47
H (1.2034, 0.6941, 1.9666)  0.01
H (2.7421, 0.0973, 1.6988)  0.18
H (0.5088, 2.5104, -0.6715)  0.07

The charge is +1. For the total energy, the calculation gives -2905.17696 a.u. Its HOMO energy (alpha / beta) is -0.3381 / -0.3381 hartree. The HOMO-LUMO gap (alpha / beta) comes out at 6.5 / 2.6 eV. The multiplicity is 2.